1.
ORCA calculation (the ωB97M-V functional and the def2-TZVPD basis) on a single C3H3Cl2FO molecule in a non-equilibrium geometry.

The geometry in XYZ format:
```
10
C3H3Cl2FO (the ωB97M-V functional and the def2-TZVPD basis)
C 1.0962 -1.4957 -0.3700
C -0.4814 2.3680 -0.2244
C 0.0637 -0.8476 0.5650
O 1.9945 -2.2518 -0.1364
F -1.4779 3.0923 0.3858
Cl -1.5395 -1.2746 -0.0239
Cl 0.1715 1.0947 0.7482
H 0.6745 -1.3284 -1.4034
H -0.7939 1.8059 -1.1517
H 0.2924 -1.1628 1.6108
```

For the molar mass, the calculation gives 145.0 g mol⁻¹. The value obtained for the total energy is -32963.9884 eV. Its HOMO energy (alpha / beta) is -0.3077 / -0.3072 hartree. The value obtained for the HOMO-LUMO gap (alpha / beta) is 0.2732 / 0.2726 hartree. For the relative energy (zero: lowest compared OMol25 entry of this formula, charge and spin), the calculation gives 4.583 eV.


2.
ORCA calculation (the ωB97M-V functional and the def2-TZVPD basis) on a molecular structure, C2HF5NO5S2Y in a non-equilibrium geometry.

The geometry in XYZ format:
```
17
C2HF5NO5S2Y (the ωB97M-V functional and the def2-TZVPD basis)
N 0.0749 -0.2300 -0.6016
S -0.2782 -1.6666 -1.2895
O -0.3080 -1.6999 -2.7458
O 0.7552 -2.5618 -0.6446
C -1.7848 -2.2918 -0.2846
F -2.6599 -1.2691 -0.1827
F -2.3806 -3.2071 -1.0907
S 0.8251 -0.0444 0.9865
O 0.5075 -1.2211 1.8666
O 0.6972 1.2522 1.6537
Y -0.2308 -3.1493 1.3183
C 0.8132 1.1537 -1.1652
F 0.6367 0.9767 -2.4731
F 0.0952 2.2328 -0.8573
F 2.1071 1.4302 -1.0261
O 2.9456 5.8127 0.0924
H 2.7832 4.8422 0.0478
```

For the molar mass, the calculation gives 367.1 g mol⁻¹. The spin multiplicity is 2. The value obtained for the total energy is -50104.4270 eV. Its HOMO energy is -0.4637 hartree. Its expectation value of S² is 0.7528. The value obtained for the HOMO-LUMO gap is 0.2239 hartree. For the relative energy (zero: lowest compared OMol25 entry of this formula, charge and spin), the calculation gives 1.524 eV. The charge is +1.


3.
ORCA calculation (the ωB97M-V functional and the def2-TZVPD basis) on a molecular structure, C6H4EuN5O5 in a non-equilibrium geometry.

The geometry in XYZ format:
```
21
C6H4EuN5O5 (the ωB97M-V functional and the def2-TZVPD basis)
O -0.3946 -3.9825 -1.2554
C -0.6074 -3.5272 -2.2835
Eu -1.0818 0.6030 0.5989
O 1.8738 -1.8112 0.6931
C 0.8691 -1.2558 0.6289
C 1.1752 1.3930 -0.2462
O 2.2613 1.5265 -0.6131
C -0.1562 0.3782 -3.0346
O -0.7980 1.2982 -3.4258
C 0.2483 -0.3544 -1.9253
O 0.9457 -1.3668 -1.8934
H -1.4842 2.3104 1.5453
N -2.7683 0.2321 5.1807
N -2.2414 1.1290 4.2579
N -2.3613 2.4406 4.5698
C -1.9518 3.0507 3.4774
N -1.7109 2.1341 2.5179
N -1.9136 0.8666 3.0106
H -2.3574 -0.6883 5.0983
H -2.7819 0.6826 6.0921
H -1.8951 4.1143 3.3653
```

For the molar mass, the calculation gives 378.1 g mol⁻¹. The spin multiplicity is 7. The value obtained for the total energy is -43275.3335 eV. Its HOMO energy (alpha / beta) is -0.4832 / -0.5966 hartree. Its expectation value of S² is 12.0214. The value obtained for the HOMO-LUMO gap (alpha / beta) is 0.1281 / 0.2416 hartree. For the relative energy (zero: lowest compared OMol25 entry of this formula, charge and spin), the calculation gives 0.000 eV. The charge is +2.


4.
ORCA calculation (the ωB97M-V functional and the def2-TZVPD basis) on a molecular structure, C6H27B2N5O3V in a non-equilibrium geometry.

The geometry in XYZ format:
```
44
C6H27B2N5O3V (the ωB97M-V functional and the def2-TZVPD basis)
V -0.9281 0.4339 -0.7142
B -0.2953 0.7316 -4.3727
H -0.7445 1.1613 -5.2546
H -0.1239 1.5565 -3.6986
H -1.0043 0.0057 -4.0058
H 0.6013 0.2119 -4.6735
B -4.0922 1.5812 -0.4551
H -5.1704 1.6016 -0.4190
H -3.7844 2.5981 -0.6436
H -3.7139 1.2411 0.4964
H -3.7450 0.9364 -1.2475
C 0.5535 1.8024 4.8350
C 0.1333 2.0619 3.3998
C 0.9789 3.0448 2.7027
O 0.8225 2.9278 1.2889
C 1.4912 4.0028 0.5392
N 0.1727 0.7028 2.7557
H 1.4653 1.2169 4.7170
H -0.1100 1.0804 5.3109
H 0.7292 2.5515 5.6071
H -0.8860 2.4480 3.3890
H 2.0296 2.7830 2.8278
H 0.8327 4.0598 3.0721
H 1.3942 4.9952 0.9795
H 1.0038 4.1117 -0.4297
H 2.5639 3.8125 0.5043
H -0.4326 0.1585 3.3536
H 1.0433 0.2424 2.9800
C -2.9243 -4.6236 -0.9139
O -2.2348 -3.6060 -0.8016
N -4.2708 -4.5760 -1.0073
N -2.4626 -5.7835 -1.0724
H -4.7713 -5.4466 -1.1152
H -4.8308 -3.8044 -0.6739
H -3.1219 -6.5461 -1.0102
H -1.4806 -5.7692 -1.3077
C 3.9735 -1.4655 -1.6614
O 2.9801 -0.8924 -1.1872
N 4.9224 -0.9307 -2.4174
N 4.2185 -2.7394 -1.4653
H 4.9252 0.0469 -2.6714
H 5.7561 -1.4374 -2.6786
H 3.5494 -3.2809 -0.9370
H 4.9870 -3.2070 -1.9244
```

For the molar mass, the calculation gives 289.9 g mol⁻¹. The spin multiplicity is 4. The value obtained for the total energy is -47281.7633 eV. Its HOMO energy (alpha / beta) is -0.3091 / -0.3132 hartree. Its expectation value of S² is 3.7829. The value obtained for the HOMO-LUMO gap (alpha / beta) is 0.1901 / 0.2260 hartree. For the relative energy (zero: lowest compared OMol25 entry of this formula, charge and spin), the calculation gives 9.893 eV.


5.
ORCA calculation (the ωB97M-V functional and the def2-TZVPD basis) on 7 unconnected molecules or ions with the total composition C19H42F3NO15S5 in a non-equilibrium geometry.

The geometry in XYZ format:
```
85
C19H42F3NO15S5 (the ωB97M-V functional and the def2-TZVPD basis)
N -0.5988 0.7036 -2.0636
H -0.7490 1.0762 -1.1369
H -1.2447 1.0661 -2.7503
H -0.6518 -0.3049 -2.0785
H 0.3495 0.8727 -2.3673
C 0.3821 -7.7508 -2.6479
F 1.6468 -7.5218 -3.0144
F -0.0725 -8.8666 -3.2282
F 0.3809 -8.0128 -1.3258
S -0.6908 -6.2225 -3.0987
O -0.8419 -6.2662 -4.5413
O -1.9646 -6.3603 -2.3393
O 0.1216 -5.0527 -2.7087
O -2.9263 -0.0960 3.2409
S -3.4770 -1.0147 4.2198
O -4.7240 -1.7558 4.0916
O -2.3563 -2.1207 4.8153
C -2.2398 -3.3322 4.1228
C -0.7948 -3.8515 4.0661
C -3.6102 0.0422 5.6621
H -2.6839 -3.3657 3.1279
H -2.9191 -3.8881 4.7691
H -0.2561 -3.3079 4.8422
H -0.2254 -3.6606 3.1565
H -0.8135 -4.9333 4.1985
H -2.6332 0.2167 6.1128
H -4.3136 -0.4546 6.3303
H -4.0196 1.0193 5.4061
O 5.2985 0.5188 -2.3652
S 6.6789 0.7730 -2.0842
O 7.0458 2.1069 -1.5636
O 7.3542 -0.4189 -1.1654
C 6.7267 -1.6371 -1.0617
C 7.7362 -2.5874 -0.4253
C 7.7304 0.5245 -3.5996
H 6.3730 -1.8771 -2.0644
H 5.8226 -1.5039 -0.4677
H 8.6035 -2.8472 -1.0323
H 7.2844 -3.5674 -0.2718
H 8.1520 -2.3514 0.5543
H 7.8543 -0.5318 -3.8384
H 8.7074 0.9753 -3.4254
H 7.2807 0.9395 -4.5016
O 2.2929 2.1506 4.6118
S 2.6839 2.9600 5.7458
O 2.4496 4.4002 5.8116
O 2.0386 2.2853 7.1177
C 2.2258 3.0615 8.2805
C 1.8543 2.2059 9.4852
C 4.4546 2.5863 6.0963
H 1.5839 3.9414 8.3240
H 3.2625 3.3692 8.4173
H 0.9210 1.7141 9.2111
H 1.6766 2.8025 10.3799
H 2.5722 1.4164 9.7078
H 4.8353 2.3429 5.1044
H 4.4103 1.6782 6.6976
H 4.8973 3.4170 6.6459
O -6.5113 0.6662 -7.1143
S -6.2004 -0.4022 -6.1248
O -5.2329 -0.1206 -5.0346
O -7.6255 -1.0436 -5.5033
C -7.5681 -1.8662 -4.3637
C -8.1310 -1.1192 -3.2071
C -5.4726 -1.8553 -7.0633
H -6.5617 -2.1528 -4.0584
H -8.1182 -2.8048 -4.4314
H -8.1493 -1.6820 -2.2738
H -9.0832 -0.6870 -3.5149
H -7.4405 -0.2999 -3.0071
H -4.4270 -1.6081 -7.2470
H -6.0784 -1.9049 -7.9682
H -5.6361 -2.7743 -6.5005
C -0.4917 6.1440 -2.1060
C -1.6959 5.9556 -2.7414
C -1.7733 6.0962 -4.0824
C -0.6172 6.2215 -4.8475
C 0.6366 6.4049 -4.1974
C 0.6875 6.3533 -2.8117
H -0.4851 5.9519 -1.0432
H -2.5983 5.7358 -2.1903
H -2.7047 5.9098 -4.5963
H -0.7654 6.1488 -5.9148
H 1.4889 6.5308 -4.8488
H 1.6728 6.4974 -2.3937
```

For the molar mass, the calculation gives 741.9 g mol⁻¹. The value obtained for the total energy is -114908.3132 eV. Its HOMO energy is -0.2741 hartree. The value obtained for the HOMO-LUMO gap is 0.1981 hartree.


6.
ORCA calculation (the ωB97M-V functional and the def2-TZVPD basis) on a molecular structure, C30H33ClN3O5Pb in a non-equilibrium geometry.

The geometry in XYZ format:
```
73
C30H33ClN3O5Pb (the ωB97M-V functional and the def2-TZVPD basis)
Pb 0.0156 0.0082 -1.3794
C -0.3558 1.9431 -4.1081
N 0.7343 1.7487 -3.1421
C 1.0491 3.0033 -2.4139
C 0.3236 3.2191 -1.0891
C -1.1990 3.2248 -1.1493
N -1.7102 1.8678 -1.2274
C -2.8382 1.5970 -0.6972
C -3.4653 0.2983 -0.6716
C -4.5698 0.1262 0.1610
C -5.2100 -1.0923 0.2753
C -4.7512 -2.1927 -0.4633
C -3.6643 -2.0637 -1.2846
C -2.9833 -0.8221 -1.4383
O -2.0206 -0.7287 -2.2840
C 1.9663 1.2796 -3.8115
C 1.8227 0.1425 -4.8211
C 1.1371 -1.1307 -4.3008
N 1.4604 -1.3248 -2.9070
C 2.3606 -2.1499 -2.5429
C 2.7878 -2.3056 -1.1719
C 3.3359 -3.5204 -0.7696
C 3.6945 -3.7420 0.5461
C 3.5388 -2.7199 1.4884
C 3.0443 -1.4958 1.1149
C 2.6480 -1.2321 -0.2248
O 2.2388 -0.0542 -0.5593
H -0.0663 2.6641 -4.8806
H -1.2497 2.2949 -3.6030
H -0.6083 1.0007 -4.5877
H 0.8651 3.8544 -3.0792
H 2.1125 2.9886 -2.1743
H 0.6580 4.1808 -0.6986
H 0.6330 2.4561 -0.3649
H -1.5370 3.7763 -2.0332
H -1.5978 3.7441 -0.2720
H -3.4024 2.3898 -0.1922
H -4.9321 0.9705 0.7366
H -6.0650 -1.1934 0.9290
H -5.2633 -3.1415 -0.3782
H -3.2863 -2.8967 -1.8623
H 2.6536 0.9751 -3.0210
H 2.4179 2.1217 -4.3518
H 2.8420 -0.1033 -5.1246
H 1.2967 0.4744 -5.7172
H 1.4470 -1.9791 -4.9191
H 0.0508 -1.0356 -4.3687
H 2.8519 -2.7932 -3.2822
H 3.4464 -4.3154 -1.4981
H 4.0880 -4.7033 0.8448
H 3.8282 -2.8995 2.5155
H 2.9440 -0.6820 1.8216
C 0.7966 -1.4627 3.7695
C 0.3842 -0.3504 4.7055
C 1.1042 -0.2174 5.8920
C 0.8675 0.8042 6.7911
Cl 1.7759 0.8891 8.2555
C -0.0725 1.7817 6.4929
C -0.7975 1.6680 5.3301
C -0.6248 0.5901 4.4536
O -1.5199 0.6121 3.4230
C -1.7339 -0.4364 2.5396
C -0.9193 -0.3263 1.2143
O -0.9701 -1.3431 0.4831
O -0.3312 0.7305 0.9347
H 1.8305 -1.7353 3.9747
H 0.7271 -1.1681 2.7252
H 0.1915 -2.3600 3.9173
H 1.8817 -0.9374 6.1127
H -0.2255 2.6139 7.1651
H -1.5455 2.4043 5.0681
H -2.7763 -0.3664 2.2211
H -1.5595 -1.4224 2.9639
```

For the molar mass, the calculation gives 758.3 g mol⁻¹. The value obtained for the total energy is -64115.9766 eV. Its HOMO energy (alpha / beta) is -0.3719 / -0.3719 hartree. The value obtained for the HOMO-LUMO gap (alpha / beta) is 0.1472 / 0.1471 hartree. For the relative energy (zero: lowest compared OMol25 entry of this formula, charge and spin), the calculation gives 1.286 eV. The charge is +1.